(1)
DFT (the ωB97M-V functional and the def2-TZVPD basis) results for a molecular structure, C35H51BF6IMoN3O8P2S2 in a non-equilibrium geometry.

Computed properties:
E_LUMO (alpha / beta), eV: -1.97 / -3.96
Energy relative to the best compared isomer or geometry (same formula, charge and spin), kJ/mol: 247.0
Total energy, Eh: -4599.197190
Multiplicity: 3
Total charge: 0
Strongest force on any atom, hartree/bohr: 0.0875

Last column: Löwdin spin population.
Atoms and positions in Å:
Mo: 0.7697 -2.0744 -0.0599  0.98
C: 3.2990 -0.1447 3.7150  0.00
C: 2.9829 -0.1886 2.2015  0.01
C: 2.5569 1.2056 1.7078  0.01
C: 4.1438 -0.6365 1.2811  0.01
P: 1.6967 -1.5293 2.0097  0.03
C: 0.2141 -1.1217 3.0925  0.01
N: -0.8527 -0.6050 2.2225  -0.02
B: -1.2230 -0.9111 0.8068  0.03
N: -2.1787 0.1884 0.4599  -0.05
C: -2.8441 0.3852 -0.8559  0.00
P: -1.5903 0.6818 -2.1944  0.01
C: -2.6924 0.4205 -3.7693  0.00
C: -1.9785 0.8494 -5.1007  0.00
C: -4.1547 0.9245 -3.6320  0.00
C: -2.6815 -1.1146 -3.8434  0.00
C: -0.9128 2.5727 -1.8982  0.00
C: -0.3391 3.2873 -3.2219  0.00
C: 0.2190 2.2692 -0.8859  0.00
C: -1.9216 3.5408 -1.3219  0.00
C: -2.7364 0.6081 1.7231  0.00
C: -3.8465 1.4409 1.9581  -0.01
C: -3.9932 1.9180 3.2516  0.00
C: -3.1858 1.4534 4.3076  -0.02
C: -2.2603 0.4007 4.1071  0.00
C: -1.9695 0.0464 2.8291  -0.01
C: 2.1865 -3.3239 2.5489  0.00
C: 3.6343 -3.5124 2.0372  0.00
C: 1.2945 -4.1989 1.6224  0.04
C: 2.1038 -3.5954 4.0150  0.00
H: 3.1586 -1.1405 4.2164  0.00
H: 2.6860 0.4989 4.3620  0.00
H: 4.3765 0.2638 3.7836  0.00
H: 3.2113 2.0111 2.1455  0.00
H: 1.5008 1.3989 1.9150  0.00
H: 2.8376 1.3726 0.6477  0.00
H: 4.8034 0.2062 0.9792  0.00
H: 3.6471 -1.0764 0.3998  0.01
H: 4.7456 -1.4811 1.7255  0.00
H: 0.4568 -0.4312 3.9583  0.00
H: -0.1668 -2.0010 3.5961  0.00
H: -3.4765 1.3502 -0.7418  0.00
H: -3.6678 -0.3830 -1.0864  0.00
H: -2.4102 0.3115 -5.9331  0.00
H: -0.9243 0.6070 -5.0664  0.00
H: -2.0818 1.9151 -5.2599  0.00
H: -4.2790 2.0231 -3.5203  0.00
H: -4.6175 0.3756 -2.7936  0.00
H: -4.7262 0.6900 -4.5450  0.00
H: -1.6607 -1.4330 -4.1280  0.00
H: -3.2612 -1.5372 -4.6774  0.00
H: -3.0292 -1.6316 -2.9408  0.00
H: 0.5655 2.7510 -3.6158  0.00
H: -0.1406 4.3058 -2.8671  0.00
H: -1.1186 3.4404 -3.9760  0.00
H: 0.8927 1.5618 -1.3149  0.00
H: -0.0678 1.7159 0.0708  0.00
H: 0.8372 3.1617 -0.6920  0.00
H: -2.7818 3.7391 -2.0282  0.00
H: -1.4334 4.4821 -1.1245  0.00
H: -2.2064 3.1492 -0.3617  0.00
H: -4.6273 1.6163 1.1964  0.00
H: -4.8315 2.5787 3.4388  0.00
H: -3.3529 1.9033 5.3112  0.00
H: -1.6669 -0.1516 4.8637  0.00
H: 3.6108 -3.5388 0.9511  0.00
H: 3.9069 -4.5506 2.2970  0.00
H: 4.4457 -2.7804 2.3677  0.00
H: 1.5202 -5.2555 1.9330  0.00
H: 1.5343 -3.9455 0.5198  0.02
H: 0.2334 -4.0859 1.8639  0.00
H: 2.8459 -4.3223 4.3407  0.00
H: 2.0775 -2.7019 4.6577  0.00
H: 1.1570 -4.0421 4.2879  0.00
F: -2.0832 -5.4039 4.0586  0.00
C: -3.4045 -5.3800 3.5432  0.00
F: -3.3904 -5.9308 2.3176  0.00
F: -4.1320 -6.1662 4.3316  0.00
S: -4.1087 -3.6104 3.4611  0.00
O: -3.0222 -2.7982 2.9281  0.00
O: -4.5930 -3.4041 4.8130  0.00
N: -5.3254 -3.7942 2.5454  0.00
S: -5.7267 -3.3555 1.0690  0.00
O: -6.8389 -4.1482 0.6954  0.00
O: -4.6141 -3.0609 0.2280  0.00
C: -6.5019 -1.6890 1.3502  0.00
F: -6.9626 -1.1763 0.1947  0.00
F: -7.5121 -1.8899 2.2059  0.00
F: -5.6120 -0.7824 1.8466  0.00
I: 1.7287 -2.0267 -2.4189  -0.02
C: -1.3030 -2.3175 0.0333  -0.04
H: -1.7924 -2.3278 -0.9309  0.00
H: -1.5795 -2.9842 0.7883  0.01
O: 3.1521 3.2000 -0.8839  0.00
C: 4.2736 2.6936 -0.9445  0.04
O: 5.0636 2.0161 -0.2236  0.49
C: 5.0076 2.9720 -2.2475  0.15
C: 5.4740 1.9327 -3.0655  0.10
C: 5.8341 2.2174 -4.4420  -0.01
C: 6.0883 3.5451 -4.7179  0.08
O: 6.7220 4.0087 -5.8110  0.05
C: 6.5566 5.4936 -5.7798  0.00
O: 5.8354 5.8273 -4.5021  0.02
C: 5.6078 4.5924 -3.9510  0.04
C: 5.1953 4.3084 -2.6285  0.02
H: 5.2938 0.9785 -2.6448  0.00
H: 6.0656 1.4381 -5.1168  0.00
H: 5.8965 5.8211 -6.5901  0.00
H: 7.5362 5.9199 -5.7828  0.00
H: 4.9089 5.1056 -1.9975  0.00

(2)
DFT (the ωB97M-V functional and the def2-TZVPD basis) results for a molecular structure, C35H52AsP3PtSe in a non-equilibrium geometry.

Computed properties:
E_LUMO (alpha / beta), eV: -10.48 / -14.96
Energy relative to the best compared isomer or geometry (same formula, charge and spin), kJ/mol: 0.0
Total energy, Eh: -7143.893922
Multiplicity: 5
Total charge: +4
Strongest force on any atom, hartree/bohr: 0.0899

Last column: Löwdin spin population.
Atoms and positions in Å:
Pt: 0.0000 0.0000 0.0000  0.46
P: -2.2262 0.6730 0.1926  0.01
P: 0.1100 -0.8300 2.1954  0.03
P: 0.0575 0.1305 -2.3288  0.03
H: 6.1760 -7.4943 -0.6404  0.02
C: 6.6290 -6.9938 -1.4924  0.47
C: 7.7227 -6.2465 -1.3651  0.46
H: 8.2099 -6.1045 -0.4039  0.02
C: -3.5493 -0.6053 0.0436  0.00
C: -2.7293 1.4903 1.7754  0.00
C: -2.9277 1.9370 -0.9654  0.00
C: 1.6367 -1.7858 2.5513  0.00
C: 0.0621 0.2225 3.7233  0.01
C: -1.1753 -2.0469 2.7257  0.03
C: 1.5754 -0.5727 -3.0859  0.00
C: -0.0464 1.7421 -3.2427  0.01
C: -1.2304 -0.7644 -3.3025  0.02
H: 6.1417 -7.1358 -2.4536  0.02
H: 8.1756 -5.7459 -2.2171  0.02
H: -4.5427 -0.1885 0.2447  0.00
H: -3.3485 -1.4254 0.7370  0.00
H: -3.5249 -1.0206 -0.9682  0.00
H: -3.7388 1.9117 1.7104  0.00
H: -2.0211 2.2924 2.0042  0.00
H: -2.6986 0.7704 2.5964  0.00
H: -3.9729 2.1532 -0.7173  0.00
H: -2.8811 1.5733 -1.9944  0.00
H: -2.3498 2.8615 -0.9025  0.00
H: 1.7832 -1.9050 3.6307  0.00
H: 2.4928 -1.2624 2.1175  0.00
H: 1.5587 -2.7668 2.0780  0.00
H: -0.3830 -0.3522 4.5428  0.00
H: -0.5378 1.1209 3.5561  0.00
H: 1.0676 0.5248 4.0186  0.00
H: -1.0405 -2.2864 3.7860  0.00
H: -1.0785 -2.9542 2.1260  0.02
H: -2.1753 -1.6262 2.5887  0.00
H: 1.6372 -0.3293 -4.1525  0.00
H: 1.5561 -1.6572 -2.9545  0.00
H: 2.4551 -0.1848 -2.5659  0.00
H: -0.0706 1.5551 -4.3217  0.00
H: 0.8045 2.3892 -3.0209  0.00
H: -0.9631 2.2669 -2.9595  0.00
H: -1.2092 -0.4267 -4.3444  0.00
H: -2.2234 -0.5710 -2.8887  0.00
H: -1.0336 -1.8366 -3.2474  0.01
C: 0.8931 -3.5532 -0.8059  0.09
C: 2.2122 -3.1878 -0.5072  0.06
C: 3.2683 -4.0612 -0.7703  0.00
C: 3.0322 -5.3147 -1.3348  0.08
C: 1.7181 -5.6858 -1.6350  -0.01
C: 0.6604 -4.8182 -1.3754  0.08
Se: -0.6511 -2.4523 -0.4878  0.91
H: 1.5817 -0.4464 -0.0860  0.01
H: 2.3951 -2.2101 -0.0693  0.00
H: 4.2841 -3.7550 -0.5300  0.00
H: 3.8562 -5.9928 -1.5389  0.01
H: 1.5142 -6.6588 -2.0760  0.00
H: -0.3577 -5.1160 -1.6132  0.01
C: -1.8804 6.0918 3.1999  0.07
C: -2.2432 5.8612 1.8781  0.09
C: -1.5666 4.9016 1.1219  0.01
C: -0.4905 4.1596 1.6555  0.10
C: -0.1697 4.3876 3.0140  0.10
C: -0.8490 5.3497 3.7700  0.01
As: 0.4100 2.6795 0.6032  0.19
C: 0.8774 3.7706 -1.0024  0.18
C: 2.2444 3.8985 -1.3190  0.04
C: 2.6679 4.6812 -2.3980  0.05
C: 1.7349 5.3533 -3.1858  0.14
C: 0.3778 5.2414 -2.8969  0.02
C: -0.0508 4.4618 -1.8165  0.07
C: 2.0699 2.7938 1.6687  0.02
C: 2.6146 4.0687 1.9346  0.01
C: 3.7792 4.2062 2.6902  0.00
C: 4.4257 3.0702 3.1769  0.00
C: 3.9102 1.8025 2.8903  0.00
C: 2.7411 1.6792 2.1308  0.00
H: -2.4135 6.8288 3.7867  0.00
H: -3.0636 6.4156 1.4386  0.00
H: -1.9287 4.7526 0.1367  0.00
H: 0.5899 3.8117 3.5169  0.00
H: -0.5854 5.5085 4.8071  0.00
H: 2.9966 3.3932 -0.7320  0.00
H: 3.7227 4.7674 -2.6227  0.00
H: 2.0621 5.9589 -4.0209  0.01
H: -0.3492 5.7561 -3.5124  0.00
H: -1.1015 4.4079 -1.6739  0.00
H: 2.1287 4.9613 1.5615  0.00
H: 4.1757 5.1924 2.8963  0.00
H: 5.3274 3.1740 3.7655  0.00
H: 4.4156 0.9188 3.2548  0.00
H: 2.3428 0.7373 1.8891  0.00

(3)
DFT (the ωB97M-V functional and the def2-TZVPD basis) results for a molecular structure, C35H52AsP3SeTl in a non-equilibrium geometry.

Computed properties:
E_LUMO (alpha / beta), eV: -12.04 / -11.84
Energy relative to the best compared isomer or geometry (same formula, charge and spin), kJ/mol: 0.0
Total energy, Eh: -7197.516642
Total charge: +3
Strongest force on any atom, hartree/bohr: 0.0570

Last column: Mulliken charge in e.
Atoms and positions in Å:
Tl: 1.1218 -0.5781 -0.1838  0.70
P: 0.1982 2.1611 2.3985  0.69
P: 2.8812 1.0514 -1.2622  0.77
P: 2.8410 -0.3785 2.5491  0.69
H: -0.8400 -3.2295 1.2845  0.18
C: -0.4462 -3.2599 2.3166  -0.23
C: -1.2150 -2.8733 3.3482  -0.80
H: -2.2375 -2.5214 3.1660  0.25
C: -1.3553 3.1475 2.2873  -1.17
C: 1.3903 3.5732 2.3452  -1.28
C: 0.1892 1.8855 4.2223  -1.26
C: 3.6877 -0.2655 -2.2430  -1.37
C: 2.1975 2.1479 -2.5251  -1.11
C: 4.2842 1.9323 -0.5380  -1.20
C: 2.3149 -1.3270 4.0329  -1.04
C: 3.9421 0.8811 3.3173  -1.34
C: 4.1158 -1.5297 1.8922  -0.83
H: 0.5981 -3.5671 2.4417  0.35
H: -0.8492 -2.8541 4.3767  0.31
H: -2.2131 2.4723 2.2299  0.32
H: -1.3447 3.7732 1.3906  0.20
H: -1.4426 3.7792 3.1816  0.54
H: 1.4188 3.9579 1.3173  0.30
H: 2.3969 3.2372 2.6230  0.31
H: 1.0669 4.3768 3.0223  0.44
H: -0.4816 1.0421 4.4389  0.34
H: -0.1865 2.7807 4.7360  0.50
H: 1.1917 1.6379 4.5922  0.28
H: 4.3489 0.2201 -2.9703  0.48
H: 2.9468 -0.8773 -2.7770  0.39
H: 4.2719 -0.9291 -1.5928  0.32
H: 3.0107 2.3982 -3.2214  0.59
H: 1.8197 3.0727 -2.0604  0.32
H: 1.3774 1.6642 -3.0743  0.23
H: 4.8695 2.3774 -1.3579  0.49
H: 4.9207 1.2464 0.0412  0.33
H: 3.9202 2.7343 0.1253  0.32
H: 3.1834 -1.8595 4.4421  0.48
H: 1.5290 -2.0460 3.7674  -0.06
H: 1.9111 -0.6462 4.7898  0.42
H: 4.7484 0.3889 3.8764  0.47
H: 3.3756 1.5320 3.9986  0.40
H: 4.3825 1.5103 2.5298  0.27
H: 4.7358 -1.8850 2.7297  0.50
H: 4.7531 -1.0173 1.1545  0.27
H: 3.6429 -2.3916 1.3868  0.04
C: 1.8791 -5.5056 -0.5754  0.40
C: 0.7943 -5.7445 0.2727  0.38
C: 0.3652 -7.0416 0.5602  -0.68
C: 1.0298 -8.1384 -0.0013  -0.41
C: 2.1051 -7.9245 -0.8713  -0.60
C: 2.5262 -6.6183 -1.1640  -0.40
Se: 2.5002 -3.6723 -0.8546  -0.01
H: 1.1439 -2.9627 -0.9482  0.09
H: 0.2824 -4.8997 0.7239  -0.02
H: -0.4859 -7.1975 1.2231  0.41
H: 0.7040 -9.1520 0.2395  0.40
H: 2.6129 -8.7846 -1.3222  0.39
H: 3.3597 -6.4603 -1.8473  0.39
C: -5.9182 -0.3676 0.5251  -0.62
C: -5.8617 -0.0158 -0.8248  -0.67
C: -4.6588 0.4246 -1.3998  0.05
C: -3.5184 0.5259 -0.5937  0.04
C: -3.5490 0.1262 0.7532  -0.38
C: -4.7585 -0.3018 1.3144  -0.74
As: -1.7862 1.2094 -1.2591  0.73
C: -1.9785 0.7636 -3.1677  0.46
C: -1.3052 -0.3799 -3.6378  -0.60
C: -1.3624 -0.7009 -4.9873  -0.67
C: -2.0878 0.0883 -5.8754  -0.54
C: -2.7722 1.2113 -5.4072  -0.69
C: -2.7165 1.5489 -4.0536  -0.03
C: -2.2536 3.1231 -1.3637  0.47
C: -1.3811 3.9655 -2.0759  -0.44
C: -1.5898 5.3501 -2.0663  -0.78
C: -2.6722 5.8946 -1.3577  -0.50
C: -3.5552 5.0472 -0.6778  -0.61
C: -3.3590 3.6605 -0.6921  -0.33
H: -6.8603 -0.6996 0.9703  0.41
H: -6.7596 -0.0778 -1.4417  0.44
H: -4.6094 0.6823 -2.4553  0.43
H: -2.6355 0.1487 1.3564  0.50
H: -4.8001 -0.5786 2.3661  0.45
H: -0.7385 -1.0027 -2.9432  0.40
H: -0.8309 -1.5823 -5.3550  0.43
H: -2.1223 -0.1681 -6.9343  0.43
H: -3.3525 1.8414 -6.0782  0.44
H: -3.2412 2.4349 -3.6975  0.49
H: -0.5513 3.5378 -2.6430  0.58
H: -0.9072 6.0026 -2.6154  0.44
H: -2.8277 6.9765 -1.3436  0.44
H: -4.4038 5.4668 -0.1348  0.46
H: -4.0646 3.0015 -0.1840  0.39

(4)
DFT (the ωB97M-V functional and the def2-TZVPD basis) results for a molecular structure, C35H52BrClN4OPtSi2.

Computed properties:
E_LUMO, eV: 0.20
Energy relative to the best compared isomer or geometry (same formula, charge and spin), kJ/mol: 61.0
Total energy, Eh: -5391.707865
Total charge: 0
Strongest force on any atom, hartree/bohr: 0.0143

Last column: Mulliken charge in e.
Atoms and positions in Å:
Pt: -0.5345 0.1263 -0.0870  0.33
C: 3.2037 -3.9206 -0.4451  -1.19
C: 2.3745 -2.9350 -1.2176  0.52
C: 2.1603 -3.0303 -2.5838  -0.63
C: 1.3761 -2.0871 -3.2321  -0.61
C: 0.8089 -1.0803 -2.4761  0.06
Br: -0.2200 0.2303 -3.3699  -0.15
N: 0.9835 -0.9727 -1.1618  -0.33
C: 1.7610 -1.8759 -0.5624  0.05
H: 3.6634 -4.6496 -1.1110  0.38
H: 2.5927 -4.4596 0.2812  0.16
H: 3.9958 -3.4144 0.1079  0.34
H: 2.6098 -3.8377 -3.1498  0.40
H: 1.2044 -2.1255 -4.2972  0.42
H: 1.8726 -1.7285 0.5027  0.53
C: 4.0901 2.4189 6.9939  -1.76
C: 3.1145 1.2547 7.2241  1.62
C: 2.1179 1.6920 8.3017  -1.90
C: 3.9333 0.0716 7.7637  -1.60
C: 2.3697 0.9233 5.8832  2.08
O: 2.0559 2.1392 5.2054  -0.78
C: 1.0284 0.1810 6.0495  -0.21
C: 0.9495 -1.2119 6.6966  -1.85
C: 1.4608 -2.3438 5.8374  -0.47
C: 2.5638 -3.1185 6.1777  -0.09
C: 3.0284 -4.1108 5.3233  -0.92
C: 2.3775 -4.3363 4.1225  0.32
Cl: 2.9753 -5.5634 3.0408  -0.24
C: 1.2525 -3.6076 3.7720  -0.44
C: 0.8086 -2.6247 4.6408  0.54
C: 3.3350 0.1845 4.9399  -2.31
N: 3.0655 0.3585 3.5241  1.33
C: 2.0766 -0.0923 2.7414  -0.29
N: 2.2436 0.3235 1.5002  -0.08
C: 3.3786 1.0614 1.5902  -0.67
N: 3.9087 1.1168 2.7911  -1.22
H: 4.6839 2.5681 7.8983  0.47
H: 3.5627 3.3444 6.7720  0.37
H: 4.7796 2.2336 6.1691  0.31
H: 2.6646 2.0652 9.1695  0.53
H: 1.4806 0.8732 8.6404  0.30
H: 1.4760 2.5056 7.9533  0.33
H: 4.3830 0.3610 8.7156  0.55
H: 4.7501 -0.2021 7.0944  0.27
H: 3.3349 -0.8201 7.9470  0.19
H: 1.3147 2.5613 5.6528  0.62
H: 0.5834 0.1338 5.0509  -0.49
H: 0.3678 0.8418 6.6180  0.80
H: -0.1114 -1.3975 6.8856  0.49
H: 1.4316 -1.2278 7.6729  0.66
H: 3.0828 -2.9444 7.1136  0.39
H: 3.8939 -4.7038 5.5860  0.44
H: 0.7238 -3.7963 2.8462  0.46
H: -0.0760 -2.0561 4.3724  0.30
H: 3.3362 -0.8783 5.1690  0.40
H: 4.3467 0.5586 5.0606  0.42
H: 1.2899 -0.7441 3.0849  0.45
H: 3.8256 1.5656 0.7477  0.50
C: -4.3996 -0.8664 0.3445  -1.17
Si: -3.8429 0.7813 1.0659  0.63
C: -5.0511 2.0742 0.4210  -1.26
C: -4.0676 0.7734 2.9406  -0.97
C: -2.1605 1.2939 0.4471  -0.10
Si: -1.2410 2.6880 1.2540  0.11
C: 0.2875 3.0238 0.1849  -1.31
C: -0.6683 2.2884 2.9955  -0.15
C: -2.2199 4.2905 1.3659  -1.26
H: -5.4459 -0.8202 0.0309  0.50
H: -4.2935 -1.6889 1.0554  0.25
H: -3.7925 -1.1091 -0.5307  0.29
H: -6.0669 1.8395 0.7540  0.31
H: -5.0599 2.0948 -0.6721  0.32
H: -4.8068 3.0774 0.7761  0.29
H: -4.8491 0.0592 3.2145  0.37
H: -4.3903 1.7603 3.2839  0.38
H: -3.1682 0.5058 3.4946  0.15
H: -2.4439 1.6652 -0.5563  0.33
H: 1.1646 2.5166 0.5932  0.16
H: 0.5114 4.0927 0.1274  0.41
H: 0.1552 2.6824 -0.8516  0.38
H: -0.1075 1.3518 3.0049  -0.68
H: -1.5099 2.2113 3.6901  0.51
H: 0.0054 3.0692 3.3596  0.52
H: -2.5974 4.5957 0.3864  0.35
H: -1.5929 5.1001 1.7502  0.35
H: -3.0768 4.1863 2.0370  0.32
C: -2.1799 -3.8362 2.0123  -0.94
C: -2.0948 -2.6542 2.7286  -0.44
C: -1.5972 -1.4972 2.1348  0.20
C: -1.2027 -1.4924 0.7984  0.48
C: -1.2835 -2.6988 0.0873  -0.47
C: -1.7618 -3.8553 0.6865  -0.79
H: -2.5712 -4.7322 2.4774  0.39
H: -2.4294 -2.6263 3.7603  0.38
H: -1.5437 -0.5827 2.7094  0.26
H: -1.0015 -2.7246 -0.9592  0.37
H: -1.8263 -4.7714 0.1114  0.43